{"formula": "C39H79NO19", "method": "ωB97M-V/def2-TZVPD", "elements": ["H", "H", "H", "H", "H", "H", "H", "H", "C", "H", "C", "H", "O", "H", "C", "C", "O", "H", "C", "H", "H", "H", "C", "H", "C", "O", "C", "H", "H", "C", "H", "C", "O", "C", "H", "H", "H", "H", "C", "H", "C", "O", "H", "O", "H", "H", "H", "H", "H", "H", "C", "O", "H", "H", "H", "O", "C", "H", "H", "H", "H", "H", "C", "C", "H", "H", "C", "H", "H", "H", "H", "H", "C", "H", "O", "C", "H", "C", "H", "C", "O", "H", "H", "H", "H", "H", "H", "O", "C", "C", "H", "H", "C", "O", "O", "C", "H", "H", "H", "C", "C", "C", "H", "C", "H", "H", "H", "C", "C", "H", "C", "C", "N", "H", "O", "H", "H", "O", "O", "H", "H", "H", "C", "H", "H", "H", "H", "C", "O", "C", "O", "O", "H", "H", "H", "C", "C", "H"], "xyz": [[7.253826, 8.195227, -6.472165], [5.423040, 14.415615, -2.818220], [12.781730, 17.492316, -5.351976], [8.705951, 10.883933, 2.295285], [6.739866, 9.782585, -7.100133], [2.789805, 14.880386, -2.483426], [4.984371, 7.317763, -7.326727], [14.813101, 6.871652, -1.758111], [4.479320, 7.976676, -3.432173], [2.956817, 13.128519, -2.879229], [5.486357, 11.018060, 1.399183], [2.618799, 15.509243, -10.982379], [6.547392, 15.997619, -4.532677], [-2.210301, 11.286949, -1.987136], [5.965463, 16.784533, -3.837659], [7.084678, 14.853348, -1.671431], [6.530897, 8.774888, -0.013491], [12.580848, 15.137522, -1.835522], [13.801467, 6.545716, -2.002945], [4.951889, 15.116013, -1.288244], [12.301376, 5.101681, -1.303104], [8.111418, 11.895660, -2.110453], [7.167495, 10.109361, -2.948145], [12.638626, 16.099332, -6.298074], [4.931874, 7.651365, -4.820321], [13.377576, 8.452737, -0.186626], [12.838792, 8.568225, -1.258173], [4.921167, 10.579692, 0.575825], [5.244238, 7.619723, -2.745909], [12.007088, 14.726470, -2.670858], [0.183177, 7.211264, -5.983871], [2.465957, 14.063612, -3.130421], [3.513105, 9.165406, -0.132620], [8.350539, 10.846197, -2.270755], [1.201505, 12.846510, -7.406206], [11.405480, 9.914551, -0.781955], [-0.878940, 12.840297, -0.655825], [13.973537, 4.682004, -1.043684], [3.833060, 14.036240, -10.159486], [10.117803, 15.566387, -2.220743], [10.538972, 14.558709, -2.300709], [5.229991, 11.976662, -3.092583], [7.420189, 15.474645, -0.839098], [5.192667, 13.618610, -10.106393], [7.588936, 9.126406, -3.153425], [2.702578, 8.140967, 1.508819], [7.112682, 13.786613, -1.459159], [4.875126, 6.993715, -0.319371], [7.758200, 15.096673, -2.492648], [2.760194, 12.018800, -7.318500], [1.563825, 11.452637, -5.670341], [12.909784, 7.638094, -2.229446], [6.880788, 8.452116, -8.167782], [3.227945, 13.236619, -10.591373], [4.272107, 6.139488, 1.123235], [5.535953, 16.542259, -2.595023], [6.573482, 8.708476, -7.147276], [8.278726, 9.102562, 0.961351], [4.740222, 18.386848, -4.396900], [7.483184, 12.838810, -10.218787], [2.623976, 14.424794, -4.143727], [-0.624849, 10.723776, -1.597187], [5.884564, 11.742582, -4.075331], [3.687212, 15.286462, -10.983820], [4.556061, 9.042573, -7.718703], [2.307052, 11.505326, -4.875373], [5.656893, 15.214425, -2.111384], [0.029330, 8.308152, -7.393750], [7.315102, 11.497171, -9.133275], [6.086647, 18.914920, -3.391486], [3.264745, 11.151541, -1.746655], [6.704783, 12.488534, -5.897353], [5.726156, 12.383940, -5.435339], [2.468351, 13.314464, -6.252469], [4.859397, 12.125478, -8.489336], [-0.777016, 12.835520, -1.738644], [4.923610, 10.854552, 2.321835], [4.039831, 6.894982, 0.370267], [3.189622, 6.459391, -0.164631], [1.960959, 12.471253, -6.724773], [0.471585, 9.249854, -4.527425], [7.622879, 13.108093, -8.451392], [3.545024, 7.522535, -3.103870], [9.961442, 13.974957, -3.014632], [13.155587, 5.956565, -0.039803], [-1.367999, 13.648169, -2.158257], [10.391627, 14.123523, -1.311861], [5.605436, 6.685774, -5.060381], [5.806170, 18.242169, -4.198569], [2.320899, 9.539453, -0.618128], [5.529081, 12.088342, 1.186989], [13.943398, 6.034090, -2.958246], [13.301147, 16.554044, -5.559480], [1.253863, 9.258003, -0.131075], [12.131431, 15.440065, -3.863645], [2.445299, 10.437878, -1.826148], [12.751176, 10.571667, -1.750862], [8.590362, 10.410006, -1.299449], [-0.935381, 11.256477, -3.280997], [0.964266, 13.945458, -3.004599], [12.029144, 9.760465, -1.661791], [3.625687, 8.241408, 0.933806], [5.228858, 13.351297, -5.431808], [13.271892, 5.518183, -1.029689], [4.030746, 15.150841, -12.008922], [7.554693, 12.117756, 2.466421], [7.307592, 10.698851, 3.503333], [7.652408, 11.030174, 2.525793], [13.361965, 15.712556, -4.324229], [0.577458, 11.658889, -5.260064], [5.095084, 8.368965, -7.058765], [0.901667, 9.193911, -5.661946], [6.800621, 10.439873, 1.488502], [5.109912, 11.716811, -6.037503], [0.213634, 14.525588, -3.740192], [4.203866, 16.141586, -10.548527], [2.696171, 9.757254, -2.645676], [1.575410, 10.142497, -6.279133], [6.834875, 10.815117, -4.126092], [11.496688, 9.553947, -2.583021], [9.212536, 10.625317, -2.898445], [1.618146, 7.570123, -6.811166], [5.606130, 12.722825, -9.229241], [1.503312, 10.929968, -2.004114], [14.306005, 16.756643, -5.910636], [3.466700, 14.245271, -9.151406], [4.383902, 8.628940, 1.617368], [0.651200, 8.011952, -6.554285], [14.371146, 15.422775, -3.748102], [-1.157221, 11.431364, -2.232902], [4.535454, 8.531437, -5.745721], [0.608500, 13.136910, -1.996887], [6.269839, 10.017939, -2.339357], [6.373324, 18.499612, -5.086512], [12.393770, 13.699156, -2.753312], [7.105556, 12.562789, -9.234805], [7.230225, 9.382380, 0.775573], [4.350985, 9.058467, -3.362654]], "atomic_forces_ev_per_a": [[-0.33, -0.11, 0.18], [-0.50, 0.62, -0.49], [0.22, 0.05, 0.31], [0.00, -0.62, 0.37], [-0.05, 0.15, 0.38], [0.09, -0.20, 0.23], [-0.29, 0.10, -0.23], [-0.23, 0.41, 0.48], [0.03, 0.71, 0.21], [0.26, 0.15, -0.12], [-0.66, -0.16, -0.62], [0.03, 0.14, -0.20], [-0.33, -0.70, -0.23], [-0.10, -0.02, -0.37], [1.32, 1.11, 0.16], [-0.32, 1.09, -0.25], [0.29, -0.14, -0.23], [-0.07, 0.50, -0.29], [0.19, -1.02, -0.49], [0.01, 0.21, 0.04], [-0.01, 0.21, -0.33], [0.34, 0.10, -0.27], [0.76, 0.36, 1.61], [0.39, -0.23, -0.17], [-0.23, -0.59, 0.34], [0.05, 0.04, -0.10], [0.37, -0.48, 0.02], [0.25, -0.14, 0.14], [0.04, 0.17, 0.03], [-0.18, -2.18, 1.51], [-0.38, 0.32, 0.07], [-0.74, 0.37, 0.02], [0.06, 0.26, -0.55], [-0.78, -0.74, 0.12], [-0.30, -0.21, 0.21], [-0.33, 0.47, -0.35], [0.07, 0.18, 0.06], [0.02, 0.04, 0.37], [-0.57, -0.15, 0.37], [-0.28, -0.14, -0.18], [-0.07, 1.23, 0.10], [-0.21, 0.21, 0.43], [-0.08, -0.29, 0.27], [0.64, 0.84, -0.82], [-0.64, -0.12, -0.69], [-0.13, 0.24, -0.28], [0.14, 0.05, 0.20], [0.05, 0.05, 0.14], [0.00, -0.34, -0.09], [-0.14, 0.01, -0.17], [0.03, 0.62, -0.26], [0.18, 0.26, -0.16], [0.01, -0.16, 0.06], [0.05, -0.09, 0.13], [0.20, 0.33, 0.25], [-0.50, -0.04, -0.19], [0.19, 0.45, -0.75], [0.04, 0.11, 0.15], [0.06, 0.25, -0.03], [0.13, 0.30, 0.16], [0.36, -0.33, -0.09], [0.13, -0.23, -0.30], [-0.20, 0.33, -0.64], [0.01, 0.06, -0.07], [-0.32, -0.15, 0.10], [-0.07, -0.32, 0.19], [0.83, -1.52, 0.59], [0.28, -0.14, -0.26], [0.02, 0.05, 0.30], [-0.03, -0.18, 0.17], [0.02, -0.07, 0.14], [-0.04, -0.09, -0.12], [-0.07, -0.10, 0.18], [-0.34, 0.15, 0.12], [0.04, -0.05, -0.12], [-0.19, -0.05, -0.38], [0.03, 0.09, 0.05], [-0.54, -0.44, -0.30], [0.04, 0.15, -0.19], [1.06, -0.27, -0.16], [0.42, 0.48, -0.39], [-0.22, 0.16, 0.07], [-0.11, -0.19, -0.47], [0.13, 0.06, -0.17], [0.27, -0.23, 0.09], [-0.16, -0.16, -0.11], [0.36, -0.20, -0.03], [0.33, -0.31, -0.41], [-0.71, -0.09, -0.07], [-0.68, 0.94, 0.19], [0.25, 0.06, 0.22], [-0.40, 0.36, -0.22], [-0.61, 0.12, -0.20], [0.24, -0.43, 0.16], [-0.41, 0.25, -0.66], [0.54, -0.77, 0.12], [-0.26, 0.20, -0.14], [-0.22, -0.09, 0.01], [-0.11, -0.02, -0.04], [0.39, -0.12, 0.06], [0.37, -0.61, 0.52], [0.12, -0.88, 0.74], [0.03, 0.00, 0.42], [-0.07, 0.06, 0.28], [-0.05, -0.01, 0.00], [-0.26, -0.02, 0.15], [0.46, -0.05, 0.19], [-0.38, 0.54, -0.90], [0.02, 0.81, 0.27], [-0.02, -0.16, 0.14], [0.73, -0.61, 0.22], [-1.06, -0.99, 0.88], [1.11, 0.66, 0.77], [0.13, -0.11, -0.15], [-0.64, 0.01, -0.06], [0.08, -0.08, 0.04], [-0.29, 0.35, -0.11], [0.09, 0.87, -0.28], [0.53, -0.49, -1.00], [-0.17, 0.30, 0.04], [0.15, 0.75, -0.07], [-0.07, 0.36, -0.69], [-0.13, -0.18, 0.98], [-0.07, 0.00, -0.11], [-0.06, -0.11, -0.21], [0.10, -0.29, 0.06], [0.02, 0.04, -0.23], [0.57, -0.66, 0.64], [0.25, -0.45, 0.18], [0.22, 0.71, 0.90], [-0.08, 0.70, 0.08], [0.30, -0.22, 0.18], [0.25, -0.04, 0.25], [0.02, -0.23, -0.07], [0.34, 0.27, -0.47], [-0.10, -0.74, -0.93], [-0.80, -0.08, -0.28], [0.16, -0.13, 0.22]], "homo_lumo_gap_ha": 0.3645, "lumo_ev": 0.305, "total_energy_ev": -82119.1669, "smiles": "CCOC(C)=O.CCOC(C)=O.CCOC(C)=O.CCOC(C)=O.CCOC(C)=O.CCOC(C)=O.CCOC(C)=O.CCOC(C)=O.CCOC(C)=O.CN(C)C=O", "e_homo_ev": -9.6}